ORCA calculation (the ωB97M-V functional and the def2-TZVPD basis) on a molecular structure, C32H34N5O3SSe2Ti at a distorted geometry.

charge = -1
expectation value of S² = 2.0375
spin multiplicity = 3
E = -7789.8888 a.u.
Kohn-Sham gap (alpha / beta) = 4.00 / 6.29 eV
energy relative to the best compared isomer or geometry (same formula, charge and spin) = 188.3 kJ/mol

Each line ends with the Mulliken charge.
Positions of all 78 atoms, in Å:
1 Ti -0.15588 -0.13029 -0.38669  -0.4259
2 S 1.79776 1.58012 3.25934  -0.4810
3 C 0.11578 1.49295 3.69336  1.0776
4 C -0.48658 1.77260 4.91228  -0.6932
5 C -1.86122 1.63584 5.00474  -0.5140
6 C -2.61286 1.23901 3.89457  -0.7879
7 C -2.01052 0.96550 2.68209  -0.4887
8 C -0.62706 1.08355 2.58411  -0.7851
9 N 0.12711 0.84522 1.45127  0.9160
10 C 1.40179 1.07882 1.63434  0.5978
11 C 2.33895 1.01189 0.53523  0.4762
12 C 3.64873 1.49965 0.63943  -1.0114
13 C 4.44359 1.55707 -0.48250  -0.7931
14 C 3.92971 1.12036 -1.70634  -0.8285
15 C 2.64155 0.62322 -1.79290  -0.1854
16 C 1.78963 0.54879 -0.68449  1.1670
17 H 0.10361 2.09746 5.76053  0.4126
18 H -2.35573 1.84907 5.94374  0.4023
19 H -3.68820 1.14913 3.98555  0.4574
20 H -2.58812 0.67878 1.81010  0.4570
21 H 4.01862 1.86205 1.59539  0.3583
22 H 5.44901 1.95375 -0.42340  0.3789
23 H 4.55052 1.16661 -2.59413  0.4188
24 H 2.30400 0.26971 -2.76248  0.1837
25 O -1.70571 -5.13731 -3.26600  -0.5158
26 C -1.22085 -3.90417 -3.78889  -1.4731
27 C -1.02583 -2.90019 -2.64007  2.2564
28 C -0.44597 -1.67146 -3.34719  -1.8524
29 O -0.40458 -0.50911 -2.51814  0.1089
30 C -0.02783 -3.53684 -1.63511  -0.9506
31 Se 1.45538 -2.39853 -1.00179  -0.4053
32 C -2.41632 -2.68160 -2.01164  -1.4968
33 Se -2.80268 -1.05867 -0.94819  -0.3880
34 H -1.76916 -5.76699 -3.98597  0.3313
35 H -1.93137 -3.49148 -4.51417  0.4890
36 H -0.25783 -4.05316 -4.29740  0.4849
37 H -1.06070 -1.43919 -4.22098  0.4695
38 H 0.56491 -1.92102 -3.67203  0.4939
39 H 0.07325 0.18859 -2.97980  0.1222
40 H 0.46151 -4.39107 -2.09921  0.4499
41 H -0.56793 -3.90753 -0.76432  0.1879
42 H -2.62842 -3.53305 -1.37050  0.5048
43 H -3.16925 -2.67314 -2.80091  0.4073
44 C -0.76221 -4.20291 3.34106  -1.0460
45 N -1.20320 -3.07137 2.53391  0.3741
46 C -2.58398 -2.62468 2.64220  -0.8616
47 C -0.33552 -2.48714 1.71196  -0.4037
48 O -0.57413 -1.50800 1.01877  -0.1521
49 H -1.63086 -4.65120 3.81386  0.3293
50 H -0.06548 -3.89408 4.12348  0.3342
51 H -0.27512 -4.95766 2.72154  0.3657
52 H -3.25565 -3.46972 2.48007  0.3747
53 H -2.78433 -1.88255 1.87004  0.1258
54 H -2.77789 -2.19439 3.63010  0.3357
55 H 0.65125 -2.96027 1.67290  0.5886
56 C -2.46052 3.41451 -1.76243  -1.2491
57 C -1.95890 2.13190 -1.59621  -0.1102
58 N -0.71336 1.90640 -1.11390  0.4613
59 C 0.00457 2.98751 -0.77864  0.0556
60 C -0.43619 4.31721 -0.82746  -0.0606
61 C -1.71674 4.51578 -1.39622  -0.1579
62 C 0.45264 5.35562 -0.39017  -0.7926
63 C 0.19089 6.63804 0.08580  -0.7455
64 C -0.99362 7.22697 0.59404  0.8830
65 C -1.03378 8.61682 0.91198  -0.7646
66 C -2.18778 9.14146 1.41626  -0.1515
67 N -3.30061 8.40589 1.65891  -0.7392
68 C -3.16092 7.11098 1.36707  -0.0968
69 N -2.11359 6.48274 0.86432  -0.3809
70 H -3.44942 3.52697 -2.19203  0.4292
71 H -2.53748 1.26575 -1.87845  0.3647
72 H 1.01446 2.81252 -0.43920  0.0791
73 H -2.08515 5.51501 -1.56550  0.4872
74 H 1.50675 5.08822 -0.44553  0.3343
75 H 1.05863 7.28697 0.17472  0.1878
76 H -0.16429 9.24242 0.74785  0.3121
77 H -2.26516 10.20165 1.64740  0.3612
78 H -4.02908 6.48595 1.57640  0.3956

Atoms 1-6, force components in eV/Å:
Ti -0.8 -1.7 -1.8
S 0.0 0.0 -0.1
C 0.2 0.0 -0.1
C -0.1 0.0 0.1
C 0.1 0.0 0.0
C 0.0 0.0 0.0